1.
{
  "formula": "C22H29BaN8O2",
  "method": "ωB97M-V/def2-TZVPD",
  "species": ["Ba", "N", "C", "C", "N", "C", "C", "N", "C", "C", "N", "H", "H", "H", "H", "H", "H", "H", "H", "H", "H", "H", "H", "H", "H", "H", "H", "H", "H", "O", "C", "O", "C", "C", "C", "C", "C", "N", "H", "H", "H", "H", "N", "C", "C", "C", "C", "C", "C", "C", "N", "C", "C", "N", "C", "H", "H", "H", "H", "H", "H", "H"],
  "coordinates": [[0.7732, -0.1124, 1.4708], [2.2842, 0.3811, 3.7336], [1.8736, -0.5791, 4.7941], [2.1985, -2.0038, 4.3819], [1.3926, -2.4861, 3.2401], [2.1315, -3.4868, 2.4410], [3.2425, -2.9280, 1.5642], [2.7153, -2.0075, 0.5337], [0.1135, -3.0479, 3.7266], [-1.0343, -3.0062, 2.7329], [-1.3646, -1.6081, 2.3755], [3.2847, 0.5367, 3.7675], [1.8478, 1.2926, 3.8755], [0.8007, -0.4658, 4.9657], [2.3677, -0.3702, 5.7429], [2.0862, -2.6783, 5.2415], [3.2552, -2.0606, 4.1125], [1.4133, -4.0148, 1.8033], [2.5519, -4.2635, 3.0964], [3.7948, -3.7661, 1.1356], [3.9640, -2.3739, 2.1648], [2.2230, -2.5251, -0.1902], [3.4806, -1.5579, 0.0416], [-0.1865, -2.4809, 4.6127], [0.2582, -4.0774, 4.0816], [-1.8791, -3.5431, 3.1682], [-0.7717, -3.5485, 1.8219], [-1.5925, -1.0622, 3.2053], [-2.1840, -1.5458, 1.7817], [-0.6257, 1.4186, 2.8476], [-0.4145, 2.1022, 1.8137], [0.7499, 2.2964, 1.3469], [-1.5719, 2.3065, 0.8487], [-2.1664, 3.5156, 0.5580], [-3.1574, 3.5278, -0.4098], [-3.4924, 2.3494, -1.0550], [-2.8210, 1.1858, -0.7087], [-1.8694, 1.1543, 0.2315], [-1.8639, 4.4146, 1.0789], [-3.6608, 4.4556, -0.6518], [-4.2619, 2.3243, -1.8163], [-3.0617, 0.2561, -1.2123], [-1.3166, 4.9949, -8.1635], [-1.1487, 4.2097, -7.3409], [-0.9285, 3.2125, -6.2949], [-0.9733, 3.5982, -4.9615], [-0.7712, 2.6532, -3.9683], [-0.5013, 1.3464, -4.3358], [-0.4497, 0.9480, -5.6574], [-0.6758, 1.8923, -6.6474], [-0.2662, 0.3793, -3.2969], [-0.7322, -0.9203, -3.2104], [-0.2679, -1.3933, -2.0256], [0.4845, -0.4184, -1.3809], [0.4668, 0.6176, -2.1809], [-1.1802, 4.6279, -4.7009], [-0.8481, 2.9306, -2.9241], [-0.2140, -0.0777, -5.9122], [-0.6385, 1.6077, -7.6909], [-1.3551, -1.3401, -3.9831], [-0.4416, -2.3686, -1.5932], [0.9346, 1.5822, -2.0257]],
  "e_lumo_ev": -2.16,
  "homo_lumo_gap_ev": 9.664,
  "charge": 1
}

2.
{
  "formula": "C20H19N3O7",
  "method": "ωB97M-V/def2-TZVPD",
  "species": ["C", "C", "O", "N", "C", "C", "C", "C", "N", "C", "O", "C", "C", "C", "O", "O", "C", "C", "O", "C", "C", "C", "C", "C", "N", "O", "O", "C", "C", "C", "H", "H", "H", "H", "H", "H", "H", "H", "H", "H", "H", "H", "H", "H", "H", "H", "H", "H", "H"],
  "coordinates": [[6.1718, 0.3211, -0.3510], [4.9008, -0.4512, -0.6130], [4.6294, -0.9577, -1.6773], [4.0946, -0.5051, 0.4925], [2.7720, -0.9382, 0.5594], [1.9951, -0.5334, 1.6448], [0.6550, -0.8535, 1.7198], [0.0653, -1.6045, 0.7086], [-1.2950, -1.9479, 0.7250], [-2.2960, -1.3152, 1.3952], [-2.1372, -0.3384, 2.0896], [-3.6600, -1.9708, 1.1949], [-4.1215, -1.9608, -0.2638], [-4.0667, -0.5898, -0.9042], [-4.0101, -0.4062, -2.0942], [-4.1008, 0.3789, 0.0037], [-4.0914, 1.7327, -0.4224], [-2.8216, 2.4634, 0.0220], [-2.9032, 3.4734, 0.6734], [-1.5082, 1.9265, -0.4193], [-1.3354, 1.1770, -1.5833], [-0.0656, 0.8124, -2.0036], [1.0499, 1.1883, -1.2802], [0.8727, 1.9168, -0.1086], [2.0262, 2.3067, 0.6615], [3.1239, 2.1069, 0.1783], [1.8440, 2.8078, 1.7479], [-0.3888, 2.2882, 0.3269], [0.8512, -2.0594, -0.3461], [2.1892, -1.7327, -0.4260], [6.8216, 0.2535, -1.2183], [6.6879, -0.0694, 0.5230], [5.9156, 1.3643, -0.1751], [4.3956, 0.0444, 1.2860], [2.4431, 0.0493, 2.4375], [0.0633, -0.5104, 2.5510], [-1.5461, -2.7030, 0.1032], [-4.3684, -1.4168, 1.8105], [-3.6161, -3.0014, 1.5540], [-5.1609, -2.2968, -0.3184], [-3.5380, -2.6370, -0.8924], [-4.1925, 1.7794, -1.5144], [-4.9449, 2.2272, 0.0507], [-2.1818, 0.8921, -2.1888], [0.0539, 0.2413, -2.9107], [2.0454, 0.9271, -1.6047], [-0.5085, 2.8641, 1.2324], [0.4079, -2.6717, -1.1187], [2.7833, -2.0714, -1.2573]],
  "e_lumo_ev": -0.60,
  "homo_lumo_gap_ev": 7.606,
  "charge": 0
}

3.
{
  "formula": "C5H10NS4",
  "method": "ωB97M-V/def2-TZVPD",
  "species": ["C", "C", "N", "C", "S", "C", "S", "C", "S", "S", "H", "H", "H", "H", "H", "H", "H", "H", "H", "H"],
  "coordinates": [[-0.2796, -2.3599, 0.8253], [0.1080, -1.2077, 0.0021], [0.7935, -0.0911, 0.7316], [0.7945, 1.1885, -0.1802], [0.9747, 2.6270, 0.8450], [-0.4863, 1.0719, -1.0344], [-0.1954, 2.0595, -2.4675], [-0.7413, -0.5426, -1.1849], [-2.3230, -1.3715, -1.6291], [0.7672, -1.4694, -1.6358], [-1.2047, -2.1790, 1.4195], [0.5378, -2.6610, 1.5700], [-0.4373, -3.1866, 0.1080], [1.8477, -0.3502, 0.9929], [0.2800, 0.1846, 1.5895], [1.7116, 1.0973, -0.8584], [1.8351, 3.2525, 0.0033], [-1.2053, 1.5189, -0.3171], [-1.3472, 2.3446, -2.9339], [-2.6630, -0.7396, -2.7985]],
  "e_lumo_ev": -3.50,
  "homo_lumo_gap_ev": 9.370,
  "charge": 1
}

4.
{
  "formula": "C3H10O2S2",
  "method": "ωB97M-V/def2-TZVPD",
  "species": ["O", "C", "C", "C", "S", "S", "H", "H", "H", "H", "H", "H", "H", "H", "O", "H", "H"],
  "coordinates": [[-1.1452, 1.9121, -0.5857], [-0.6181, 1.8853, 0.7357], [-0.8942, 0.5827, 1.4351], [-0.0281, -0.5562, 0.8981], [-1.0139, -1.9967, 0.4239], [0.1218, -2.5261, -1.2554], [-1.1462, 1.0286, -0.9743], [-1.0755, 2.7182, 1.2508], [0.4621, 2.0533, 0.7033], [-1.9563, 0.3263, 1.3531], [-0.7898, 0.6405, 2.5150], [0.7357, -0.8616, 1.6050], [0.4775, -0.2373, -0.0186], [-0.2820, -3.8041, -1.2633], [2.7336, -0.3689, -2.0881], [2.2478, 0.3531, -2.5026], [2.1710, -1.1492, -2.2319]],
  "e_lumo_ev": 0.12,
  "homo_lumo_gap_ev": 8.704,
  "charge": 0
}

5.
{
  "formula": "C25H27N3O7",
  "method": "ωB97M-V/def2-TZVPD",
  "species": ["C", "C", "O", "C", "O", "C", "C", "C", "N", "C", "O", "C", "C", "C", "C", "N", "C", "N", "C", "O", "C", "C", "C", "C", "C", "C", "C", "O", "C", "C", "C", "O", "O", "C", "C", "H", "H", "H", "H", "H", "H", "H", "H", "H", "H", "H", "H", "H", "H", "H", "H", "H", "H", "H", "H", "H", "H", "H", "H", "H", "H", "H"],
  "coordinates": [[-1.6529, -1.0848, 1.8723], [-1.0930, -1.6860, 0.5954], [0.2587, -2.0778, 0.8376], [1.1533, -1.9140, -0.1337], [0.8904, -1.5225, -1.2418], [2.5318, -2.3289, 0.3403], [3.6382, -1.5686, -0.3876], [3.7671, -0.1264, 0.1419], [2.5517, 0.6182, -0.0377], [1.7089, 0.8870, 0.9885], [1.9544, 0.5417, 2.1329], [0.4576, 1.5966, 0.6251], [-0.1231, 1.5200, -0.6380], [-1.3535, 2.0954, -0.8852], [-2.0398, 2.7689, 0.1268], [-3.2808, 3.3572, -0.0777], [-4.1782, 2.8461, -1.0666], [-4.4717, 1.4285, -0.8668], [-4.9607, 0.9249, 0.3310], [-5.2849, 1.5971, 1.2774], [-4.9658, -0.5484, 0.1671], [-5.3555, -1.5490, 1.0330], [-5.2174, -2.8648, 0.6018], [-4.7071, -3.1587, -0.6533], [-4.3183, -2.1485, -1.5283], [-4.4559, -0.8449, -1.1004], [-4.1337, 0.4325, -1.7785], [-3.6859, 0.6331, -2.8766], [-1.4417, 2.8710, 1.3858], [-0.2192, 2.2889, 1.6294], [4.8999, 0.5738, -0.5975], [4.7378, 1.4293, -1.4277], [6.0843, 0.0980, -0.2294], [7.2307, 0.6597, -0.8799], [8.4741, 0.0257, -0.2872], [-1.0202, -0.2634, 2.1973], [-2.6585, -0.7130, 1.6974], [-1.6795, -1.8342, 2.6584], [-1.1104, -0.9625, -0.2267], [-1.6601, -2.5748, 0.2936], [2.5840, -2.1741, 1.4177], [2.6281, -3.3987, 0.1394], [4.5940, -2.0739, -0.2481], [3.4019, -1.5381, -1.4539], [3.9845, -0.1502, 1.2163], [2.3815, 0.9836, -0.9614], [0.3523, 0.9649, -1.4328], [-1.7786, 2.0016, -1.8715], [-3.7418, 3.5979, 0.7908], [-5.1118, 3.4140, -1.0141], [-3.7534, 2.9333, -2.0713], [-5.7498, -1.3130, 2.0091], [-5.5126, -3.6703, 1.2571], [-4.6107, -4.1899, -0.9582], [-3.9203, -2.3692, -2.5061], [-1.9611, 3.3952, 2.1753], [0.2307, 2.3424, 2.6096], [7.2225, 1.7445, -0.7290], [7.1541, 0.4652, -1.9553], [9.3573, 0.4428, -0.7618], [8.5188, 0.2190, 0.7810], [8.4591, -1.0492, -0.4453]],
  "e_lumo_ev": -0.60,
  "homo_lumo_gap_ev": 7.664,
  "charge": 0
}